Below is C10H23BClMgMnO2 as an isolated structure at a distorted geometry, with properties calculated with wB97M-V/def2-TZVPD.

Calculated values
* spin multiplicity: 5
* Kohn-Sham gap (spin up / spin down): 3.0 / 4.0 eV
* E: -2381.37110 hartree
* charge: -2

Last column: Löwdin charge in e.
CARTESIAN COORDINATES (ANGSTROEM)
Mn  -0.862  0.917  -0.525  0.30
Cl  -2.810  -0.155  -1.176  0.03
C  0.210  1.058  -2.069  -0.26
H  1.291  1.060  -1.814  -0.01
H  -0.143  2.037  -2.415  0.00
H  -0.062  0.221  -2.740  0.01
Mg  -3.532  2.152  -0.393  0.26
C  -4.595  1.935  1.458  -0.28
C  -4.566  3.362  -1.841  -0.28
C  -1.393  2.727  -0.060  -0.41
H  -3.989  4.273  -2.064  -0.08
H  -4.693  2.783  -2.769  -0.09
H  -5.558  3.657  -1.466  -0.09
H  -4.027  2.391  2.282  -0.08
H  -5.585  2.410  1.399  -0.09
H  -4.716  0.860  1.656  -0.09
H  -0.818  3.452  -0.696  -0.10
H  -1.171  3.038  1.001  -0.09
C  2.879  -2.510  -0.977  -0.02
C  1.751  -2.168  -0.025  -0.52
C  1.228  -3.499  0.531  -0.03
O  0.698  -1.549  -0.732  0.06
B  0.239  -0.557  0.139  -0.64
O  0.869  -0.540  1.402  0.08
C  2.108  -1.138  1.100  -0.53
C  2.720  -1.761  2.341  -0.03
C  3.069  -0.037  0.619  -0.01
H  3.703  -2.980  -0.418  0.08
H  3.258  -1.627  -1.504  0.09
H  2.518  -3.238  -1.715  0.09
H  0.911  -4.137  -0.306  0.09
H  2.034  -4.036  1.051  0.07
H  0.380  -3.377  1.220  0.10
H  3.687  -2.214  2.067  0.08
H  2.925  -0.994  3.099  0.09
H  2.096  -2.546  2.784  0.08
H  2.707  0.476  -0.287  0.08
H  3.169  0.709  1.423  0.10
H  4.070  -0.450  0.422  0.08